The following is a quantum chemistry calculation of a structure of composition C24H23CsFN3O6S2, from the Open Molecules 2025 dataset.

As for the relative energy (zero: lowest compared OMol25 entry of this formula, charge and spin): 109.3 kcal per mole. The energy is -2460.40682 a.u. The value obtained for the highest occupied orbital energy (alpha / beta) is 0.4 / -0.5 eV.

```
! RIJCOSX wB97M-V def2-TZVPD def2/J DEFGRID3
* xyz -2 1
Cs 1.522 1.202 -1.838
S 4.145 2.301 2.366
C 3.864 3.981 2.167
C 2.957 4.209 1.178
C 2.367 3.062 0.521
C 2.985 1.983 1.057
C 3.515 -0.223 0.200
C 4.904 -0.171 0.357
C 5.655 -1.168 -0.229
C 5.030 -2.180 -0.948
C 3.655 -2.114 -1.070
N 2.909 -1.160 -0.523
H 4.402 4.700 2.770
H 2.676 5.230 0.928
H 5.365 0.636 0.903
H 6.734 -1.151 -0.129
H 5.591 -2.973 -1.424
H 3.115 -2.853 -1.655
C -3.714 -4.471 2.828
C -4.122 -2.997 2.766
C -5.523 -2.915 2.177
C -5.935 -1.477 1.940
C -4.932 -0.816 1.039
C -5.362 0.146 0.115
C -4.404 0.749 -0.704
F -4.850 1.677 -1.609
C -3.078 0.469 -0.630
C -2.607 -0.491 0.324
C -1.217 -0.661 0.509
O -0.280 -0.118 -0.125
C -0.832 -1.577 1.626
C -1.833 -2.415 2.232
N -3.173 -2.193 1.999
C -3.594 -1.174 1.130
C 0.441 -1.619 1.983
O 1.552 -1.700 2.330
O 2.652 0.649 0.759
H -4.525 -5.043 3.285
H -2.815 -4.647 3.414
H -3.543 -4.849 1.818
H -4.159 -2.607 3.797
H -6.207 -3.426 2.860
H -5.537 -3.457 1.225
H -5.996 -0.951 2.901
H -6.929 -1.429 1.489
H -6.407 0.416 0.033
H -2.361 0.979 -1.257
H -1.575 -3.148 2.976
C 4.271 4.166 -2.808
S 3.842 2.779 -3.837
O 4.137 1.606 -3.010
O 4.660 2.886 -5.037
O 2.401 2.930 -4.086
H 5.334 4.097 -2.580
H 3.686 4.110 -1.890
H 4.052 5.079 -3.358
N -0.868 1.772 -5.301
H -0.024 1.805 -4.738
H -1.448 2.538 -4.980
H -0.563 2.016 -6.237
*
```

Löwdin atomic charge list, values in e, 5 entries: number 1, Cs, carries 1.302; number 2, S, carries 0.918; number 3, C, carries -0.501; number 4, C, carries -0.293; number 5, C, carries -0.206